1.
DFT (ωB97M-V/def2-TZVPD) results for a cluster of 14 separate species, C50H136N8O14 in total at a distorted geometry.

Geometry (Å):
1 C 4.114 2.887 -2.589
2 C 4.801 2.191 -1.367
3 C 5.344 3.100 -0.225
4 O 4.174 3.959 0.144
5 C 4.504 5.224 0.783
6 N 3.774 1.422 -0.876
7 H 3.294 3.534 -2.279
8 H 3.648 2.245 -3.337
9 H 4.659 3.568 -3.244
10 H 5.573 1.525 -1.752
11 H 6.278 3.620 -0.439
12 H 5.694 2.558 0.654
13 H 3.691 5.795 1.230
14 H 5.258 5.825 0.274
15 H 5.199 5.032 1.601
16 H 3.208 1.106 -1.651
17 H 3.176 2.115 -0.449
18 C -5.292 -0.735 1.459
19 C -5.565 -1.802 2.480
20 C -5.225 -1.498 3.993
21 O -4.894 -0.125 4.280
22 C -4.794 0.141 5.679
23 N -7.011 -2.006 2.333
24 H -5.922 0.117 1.206
25 H -5.027 -1.302 0.566
26 H -4.367 -0.356 1.892
27 H -5.052 -2.741 2.275
28 H -4.326 -1.997 4.354
29 H -6.047 -1.827 4.629
30 H -4.626 1.213 5.791
31 H -3.990 -0.448 6.120
32 H -5.639 -0.086 6.328
33 H -7.213 -1.728 1.383
34 H -7.404 -1.195 2.789
35 C 2.612 0.184 5.165
36 C 3.356 0.796 3.941
37 C 4.915 0.656 4.124
38 O 5.355 1.739 5.017
39 C 6.758 1.875 5.140
40 N 2.853 0.067 2.768
41 H 3.092 0.363 6.127
42 H 2.441 -0.884 5.025
43 H 1.627 0.647 5.099
44 H 3.101 1.837 3.743
45 H 5.416 0.699 3.157
46 H 5.279 -0.250 4.609
47 H 7.006 1.061 5.822
48 H 7.098 2.777 5.648
49 H 7.241 1.654 4.189
50 H 3.485 0.197 1.992
51 H 1.973 0.444 2.447
52 C 2.995 -4.519 -2.787
53 C 2.306 -4.034 -1.518
54 C 0.932 -4.764 -1.161
55 O -0.090 -4.970 -2.119
56 C 0.058 -5.869 -3.172
57 N 3.190 -4.129 -0.407
58 H 3.865 -3.934 -3.084
59 H 2.300 -4.268 -3.588
60 H 3.272 -5.573 -2.756
61 H 2.086 -2.990 -1.743
62 H 0.437 -4.233 -0.348
63 H 1.247 -5.667 -0.640
64 H 0.791 -6.668 -3.057
65 H 0.177 -5.419 -4.157
66 H -0.815 -6.521 -3.169
67 H 3.754 -3.290 -0.403
68 H 2.693 -4.007 0.463
69 C 0.139 -4.560 4.257
70 C 0.193 -3.700 2.856
71 C -1.057 -2.686 2.616
72 O -2.248 -3.395 2.229
73 C -2.318 -4.123 0.992
74 N 1.469 -3.029 2.736
75 H -0.910 -4.854 4.307
76 H 0.297 -4.017 5.189
77 H 0.677 -5.507 4.232
78 H -0.059 -4.416 2.073
79 H -0.750 -1.992 1.834
80 H -1.199 -2.037 3.480
81 H -3.305 -4.299 0.564
82 H -1.933 -5.111 1.242
83 H -1.733 -3.704 0.172
84 H 1.734 -2.393 3.474
85 H 1.593 -2.444 1.922
86 C 1.494 0.392 -6.091
87 C 1.658 1.813 -6.635
88 C 0.435 2.342 -7.388
89 O 0.517 3.772 -7.624
90 C 1.653 4.276 -8.478
91 N 1.789 2.697 -5.410
92 H 0.806 0.342 -5.248
93 H 2.416 -0.005 -5.666
94 H 1.073 -0.302 -6.818
95 H 2.655 1.860 -7.073
96 H -0.492 2.139 -6.852
97 H 0.357 1.992 -8.417
98 H 1.409 5.235 -8.935
99 H 1.763 3.573 -9.304
100 H 2.573 4.286 -7.894
101 H 1.680 3.574 -5.900
102 H 0.876 2.546 -5.004
103 C 1.339 3.784 7.907
104 C 2.847 3.902 7.671
105 C 3.400 4.944 6.683
106 O 2.459 4.897 5.597
107 C 3.136 5.162 4.354
108 N 3.385 4.191 9.032
109 H 0.907 4.612 8.469
110 H 1.141 2.830 8.397
111 H 0.865 3.652 6.934
112 H 3.219 2.972 7.243
113 H 4.378 4.583 6.364
114 H 3.614 5.932 7.091
115 H 3.824 6.007 4.361
116 H 2.376 5.527 3.663
117 H 3.741 4.414 3.841
118 H 3.346 3.353 9.594
119 H 4.390 4.174 8.938
120 C -0.751 3.842 2.566
121 C -2.037 3.570 3.418
122 C -1.944 2.401 4.400
123 O -1.201 1.314 3.860
124 C -0.890 0.219 4.690
125 N -2.487 4.675 4.316
126 H -0.971 4.714 1.950
127 H -0.494 2.912 2.058
128 H 0.028 3.979 3.316
129 H -2.900 3.352 2.789
130 H -2.964 2.169 4.706
131 H -1.515 2.598 5.382
132 H -1.732 -0.472 4.744
133 H -0.409 0.345 5.660
134 H -0.197 -0.379 4.097
135 H -3.029 4.224 5.039
136 H -1.663 5.049 4.765
137 C -3.137 -1.597 -6.330
138 C -4.627 -1.745 -6.792
139 C -4.795 -2.338 -8.221
140 O -5.158 -2.672 -5.817
141 H -3.038 -1.460 -5.253
142 H -2.529 -0.845 -6.833
143 H -2.659 -2.572 -6.426
144 H -5.063 -0.759 -6.629
145 H -4.241 -3.276 -8.176
146 H -4.345 -1.640 -8.927
147 H -5.870 -2.454 -8.360
148 H -4.805 -2.367 -4.978
149 C -0.588 1.134 -1.251
150 C 0.140 0.595 -0.097
151 C 1.174 -0.516 -0.473
152 O 0.739 1.726 0.346
153 H 0.092 1.547 -1.995
154 H -1.218 1.972 -0.954
155 H -1.125 0.287 -1.679
156 H -0.527 0.191 0.664
157 H 1.717 -0.868 0.405
158 H 1.841 -0.453 -1.333
159 H 0.536 -1.374 -0.684
160 H 0.523 1.858 1.272
161 C 5.558 -2.293 1.451
162 C 5.837 -1.518 0.157
163 C 6.745 -2.017 -0.930
164 O 4.544 -1.163 -0.422
165 H 5.014 -1.735 2.213
166 H 6.449 -2.713 1.919
167 H 4.952 -3.174 1.243
168 H 6.258 -0.560 0.462
169 H 6.481 -3.004 -1.308
170 H 7.784 -1.927 -0.613
171 H 6.531 -1.474 -1.851
172 H 4.593 -0.244 -0.698
173 C -3.233 -4.505 -2.626
174 C -4.685 -4.945 -2.500
175 C -4.882 -6.371 -1.843
176 O -5.333 -3.990 -1.573
177 H -2.858 -4.718 -3.627
178 H -2.699 -5.133 -1.914
179 H -2.970 -3.459 -2.469
180 H -5.138 -4.919 -3.491
181 H -5.960 -6.532 -1.810
182 H -4.431 -6.532 -0.864
183 H -4.400 -7.132 -2.456
184 H -6.289 -4.077 -1.599
185 C -2.576 1.885 -4.048
186 C -1.986 3.229 -4.523
187 C -2.705 4.508 -3.933
188 O -0.643 3.295 -3.994
189 H -2.062 0.940 -4.222
190 H -3.579 1.824 -4.471
191 H -2.767 1.952 -2.977
192 H -1.913 3.326 -5.606
193 H -3.738 4.447 -4.275
194 H -2.183 5.431 -4.186
195 H -2.925 4.471 -2.866
196 H -0.406 4.024 -3.417
197 C -5.209 0.427 -1.831
198 C -5.492 -0.935 -2.445
199 C -6.453 -0.972 -3.587
200 O -4.387 -1.518 -3.012
201 H -5.162 1.107 -2.682
202 H -4.273 0.432 -1.273
203 H -5.995 0.727 -1.139
204 H -5.659 -1.586 -1.587
205 H -6.698 -2.030 -3.676
206 H -5.913 -0.590 -4.453
207 H -7.364 -0.417 -3.361
208 H -4.087 -2.272 -2.500

Cartesian forces, eV/Å:
C 0.63 1.80 -0.63
C 1.53 2.04 -2.41
C -1.32 0.76 -0.13
O 1.43 0.74 0.01
C 2.01 -1.43 0.63
N -2.25 -1.62 2.12
H -0.09 -0.16 0.56
H 0.19 -0.78 0.39
H 0.84 0.06 0.23
H 0.61 0.20 0.08
H -0.41 0.82 -0.84
H -0.72 -0.67 0.24
H -0.36 -0.40 -0.78
H -0.81 0.42 -1.34
H -0.33 -0.64 0.97
H -0.07 -0.34 -0.04
H -0.75 -0.33 0.74
C 3.68 -0.23 0.28
C -1.65 0.50 1.27
C 0.72 0.59 -0.08
O -1.23 0.28 0.21
C 0.30 -0.06 -0.39
N -0.99 -0.53 0.71
H -0.54 -0.46 0.68
H -0.04 0.43 -0.36
H 0.55 0.86 -0.91
H 0.14 0.19 -0.34
H 0.02 -0.86 -0.44
H -0.29 -0.01 -0.06
H 0.28 -0.13 -0.06
H 0.50 0.12 -0.02
H -0.73 -0.25 -0.57
H -0.18 -0.61 -0.47
H -0.44 0.08 0.62
C -0.20 1.06 -0.81
C 0.59 -1.30 0.68
C -0.23 1.28 0.76
O -1.17 0.60 -1.25
C -0.43 -1.97 0.47
N 0.77 -0.65 -0.20
H -0.09 0.22 -0.07
H 0.38 -0.03 -0.09
H -0.04 -0.03 0.65
H 0.41 0.36 0.87
H 0.16 0.37 -0.24
H -0.57 -0.52 -0.08
H 0.82 -0.21 0.11
H -0.52 0.31 -0.51
H 0.29 0.50 -0.09
H 0.10 -0.02 -0.42
H -0.14 0.17 0.15
C -0.68 0.14 -0.41
C -1.39 0.12 -1.26
C 1.36 0.09 0.27
O 0.54 0.86 0.36
C -0.26 -1.61 -0.14
N 0.45 -0.03 1.17
H 0.27 0.08 0.64
H -0.14 -0.63 -0.35
H -0.14 -0.02 -0.10
H -0.42 0.33 0.08
H 0.04 0.55 -0.15
H -0.04 -0.78 -0.40
H 0.91 0.51 0.34
H 0.05 0.26 0.13
H -0.67 0.40 -0.31
H 0.44 0.13 -0.30
H -0.36 -0.30 0.42
C -1.47 0.93 -1.97
C -1.34 0.54 1.98
C 1.21 -1.70 -0.31
O -0.83 0.93 0.37
C 1.25 -0.44 0.66
N 0.50 -0.27 -0.52
H -0.23 -0.13 0.10
H 0.50 0.30 -0.28
H 0.45 0.39 -0.18
H 1.08 -0.26 -0.18
H 0.14 -0.05 -0.49
H -0.76 -0.57 0.11
H -0.47 0.66 0.74
H 0.17 -0.29 -0.50
H 0.31 0.30 0.12
H -0.33 -0.27 0.51
H -0.30 -0.17 -0.44
C -0.50 -0.31 -0.08
C 0.20 -0.26 2.48
C 1.51 0.86 -2.05
O 0.85 1.32 -0.25
C -1.55 -1.95 0.81
N 0.16 -0.96 -1.60
H -0.32 0.41 0.06
H 0.19 0.08 -0.38
H 0.29 -0.12 -0.24
H -0.42 0.19 -1.01
H 0.13 0.16 0.12
H -0.11 -1.01 0.02
H -0.25 0.02 0.63
H 0.19 -0.15 -0.09
H -0.02 0.24 -0.04
H 0.06 0.93 0.73
H -0.11 0.47 0.82
C 0.17 -0.37 -1.41
C 0.04 0.57 1.56
C -1.03 -1.13 0.11
O 2.11 0.50 -1.06
C -0.81 1.32 -0.55
N 1.11 -0.53 -0.59
H 0.14 -0.04 -0.11
H 0.10 0.11 0.45
H -0.32 0.37 -0.02
H -0.14 -0.41 0.19
H 0.11 -0.22 -0.26
H -0.75 0.34 0.07
H 0.12 0.36 0.84
H -0.24 -0.42 -0.12
H -0.37 -1.00 0.64
H -0.94 -0.36 0.30
H 0.69 0.77 -0.15
C -1.58 -0.46 2.01
C -0.08 -0.23 0.89
C 0.77 -1.16 0.20
O -0.03 0.29 -0.05
C -0.22 -1.16 -1.23
N 0.49 0.26 -1.22
H 0.56 -0.22 -0.19
H -0.42 0.58 -0.31
H 0.37 0.54 -0.25
H 0.19 0.01 -0.42
H -0.41 -0.69 -0.51
H 0.69 0.89 -0.02
H -0.51 0.25 0.61
H -0.32 0.82 0.14
H 0.40 0.17 0.02
H -0.25 0.30 0.24
H 0.13 0.17 0.25
C -0.05 -0.65 -0.47
C 1.83 -0.49 1.19
C 0.20 0.95 2.11
O -0.40 0.07 -1.17
H -0.47 0.62 0.09
H -0.15 0.06 -0.17
H 0.14 -0.14 -0.55
H -0.57 0.07 -0.46
H -0.29 -0.11 -0.44
H -0.17 -0.18 -0.18
H 0.18 -0.26 -0.44
H -0.08 -0.01 0.48
C -1.14 -0.94 -1.57
C 1.00 -1.43 -1.08
C -1.57 -0.85 0.72
O 2.20 2.41 2.50
H 0.16 -0.19 -0.03
H -0.35 -0.32 0.04
H -0.57 0.36 -0.57
H -0.18 -0.24 0.04
H 0.41 0.43 0.01
H -0.12 0.71 0.16
H -0.12 -0.35 -0.32
H 0.36 0.09 0.01
C 0.21 -1.02 -0.51
C -1.35 1.56 0.45
C -0.32 -0.83 -0.42
O 0.64 -1.49 0.47
H 0.04 0.35 -0.30
H 0.32 0.27 -0.09
H -0.11 -0.03 -0.12
H 0.29 0.25 0.24
H 0.27 -0.56 0.67
H 0.06 -0.25 -0.33
H 0.39 0.79 0.24
H -0.51 0.51 0.19
C 0.21 -1.07 0.08
C -0.52 0.04 1.83
C 0.39 0.84 -1.31
O 0.74 -0.18 -0.81
H 0.02 -0.24 0.01
H 0.58 0.41 -0.06
H -0.26 -0.19 0.33
H -0.44 0.04 0.13
H 0.08 -0.33 0.13
H -0.12 0.72 0.16
H -0.26 -0.09 -0.36
H -0.09 -0.22 -0.12
C -1.14 1.14 0.08
C 0.82 1.20 2.45
C -1.01 -1.84 -0.62
O 0.63 -0.98 -0.50
H 0.40 0.42 -0.39
H -0.12 -0.31 -0.27
H 0.28 0.01 0.11
H -0.10 -0.07 -0.05
H -0.06 0.71 -0.71
H -0.23 -0.13 -0.22
H 0.90 -0.31 0.33
H -0.67 0.21 -0.16
C 0.00 0.10 -0.78
C -0.21 0.07 1.92
C -1.18 -0.03 1.11
O 3.08 -0.52 -1.30
H 0.17 0.55 0.30
H 0.08 -0.04 -0.14
H -0.15 0.04 -0.20
H -1.33 -0.12 -0.05
H -0.19 0.14 -0.67
H -0.41 0.02 -0.07
H -0.09 0.14 -0.32
H -0.27 0.10 0.20

Calculated values
Kohn-Sham gap = 9.02 eV
Net charge = 0

Atomic partial charges in e from the Mulliken method, atoms 1 to 6: -1.793 0.712 -0.904 -0.277 -1.056 -0.020

2.
DFT (ωB97M-V/def2-TZVPD) results for a cluster of 2 separate species, C3H9NO2 in total at a distorted geometry.

Geometry (Å):
1 C -1.621 -0.559 1.418
2 C -1.837 -0.305 0.128
3 O -1.411 0.791 -0.555
4 H -1.561 -1.600 1.725
5 H -1.722 0.091 2.278
6 H -2.381 -0.997 -0.552
7 H -0.463 0.975 -0.380
8 N 1.613 -1.051 0.325
9 C 1.562 -0.203 -0.843
10 O 1.227 1.209 -0.574
11 H 2.328 -0.788 0.994
12 H 0.726 -0.940 0.813
13 H 2.549 -0.219 -1.301
14 H 0.764 -0.549 -1.491
15 H 1.441 1.396 0.348

Cartesian forces, eV/Å:
C -0.43 -0.94 0.81
C 0.39 0.05 -1.15
O -1.04 0.07 0.15
H -0.95 -0.11 -0.12
H 1.10 0.73 -0.45
H 0.86 0.03 0.48
H -0.20 0.32 0.13
N -0.62 0.68 -0.05
C 0.56 0.29 1.04
O -0.09 -0.66 0.10
H 0.25 0.03 -0.30
H -0.06 -0.41 0.03
H -0.16 0.00 -0.35
H 0.14 -0.07 -0.26
H 0.25 -0.01 -0.06

Calculated values
Kohn-Sham gap = 9.65 eV
SMILES string = C=CO.NCO
Net charge = 0

Atomic partial charges in e from the Mulliken method, atoms 1 to 6: -0.911 0.073 -0.539 0.318 0.272 0.307

3.
DFT (ωB97M-V/def2-TZVPD) results for an isolated molecule of C3H7NO at a distorted geometry.

Geometry (Å):
1 C 2.267 0.149 0.001
2 C 0.800 0.243 -0.128
3 N 0.032 -0.689 0.157
4 O -1.255 -0.674 -0.147
5 C -1.837 0.589 0.075
6 H 2.840 -0.276 -0.860
7 H 2.610 1.135 0.282
8 H 2.509 -0.542 0.873
9 H 0.577 1.323 -0.212
10 H -1.529 0.986 1.033
11 H -1.635 1.235 -0.770
12 H -2.933 0.468 0.039

Cartesian forces, eV/Å:
C 1.36 -1.97 1.60
C 0.91 2.95 0.40
N 1.75 -2.97 -0.76
O -1.99 0.39 0.81
C -1.60 0.11 -0.90
H -0.73 0.60 0.42
H 0.55 0.12 -0.21
H -0.17 0.74 -1.02
H -1.03 -0.58 -0.82
H 0.09 0.29 0.12
H 0.41 0.58 0.05
H 0.45 -0.24 0.31

Calculated values
Kohn-Sham gap = 10.54 eV
SMILES string = C/C=N/OC
Net charge = 0

Atomic partial charges in e from the Mulliken method, atoms 1 to 6: -0.849 0.268 -0.478 -0.147 -0.703 0.232

Question: The lowest Kohn-Sham gap belongs to which entry?
Answer: C50H136N8O14

What did the third record say?
DFT (ωB97M-V/def2-TZVPD) results for an isolated molecule of C3H7NO at a distorted geometry.

Geometry (Å):
1 C 2.267 0.149 0.001
2 C 0.800 0.243 -0.128
3 N 0.032 -0.689 0.157
4 O -1.255 -0.674 -0.147
5 C -1.837 0.589 0.075
6 H 2.840 -0.276 -0.860
7 H 2.610 1.135 0.282
8 H 2.509 -0.542 0.873
9 H 0.577 1.323 -0.212
10 H -1.529 0.986 1.033
11 H -1.635 1.235 -0.770
12 H -2.933 0.468 0.039

Cartesian forces, eV/Å:
C 1.36 -1.97 1.60
C 0.91 2.95 0.40
N 1.75 -2.97 -0.76
O -1.99 0.39 0.81
C -1.60 0.11 -0.90
H -0.73 0.60 0.42
H 0.55 0.12 -0.21
H -0.17 0.74 -1.02
H -1.03 -0.58 -0.82
H 0.09 0.29 0.12
H 0.41 0.58 0.05
H 0.45 -0.24 0.31

Calculated values
Kohn-Sham gap = 10.54 eV
SMILES string = C/C=N/OC
Net charge = 0

Atomic partial charges in e from the Mulliken method, atoms 1 to 6: -0.849 0.268 -0.478 -0.147 -0.703 0.232